Arrangement A

C7H7FN2O2 | the ωB97M-V functional and the def2-TZVPD basis

Each line ends with the Mulliken charge.
CARTESIAN COORDINATES (ANGSTROEM)
C 2.5472 -1.5891 0.7958  -1.201
C 1.3921 -0.8219 0.3587  0.694
O 0.8544 0.1217 0.8661  -0.559
N 1.1426 -1.2239 -0.9352  -0.372
C 0.1749 -1.0845 -1.7065  0.504
N -0.2207 -0.9294 -2.8634  -0.434
H 3.3540 -1.4767 0.0610  0.320
H 2.8908 -1.1860 1.7155  0.389
H 2.4638 -2.6866 0.9550  0.307
H -1.0501 -1.3221 -3.3519  0.305
C -0.7161 2.7157 -1.2327  -0.414
C -1.1679 1.9833 -0.3705  -0.137
C -1.7217 0.7741 0.1027  0.794
O -2.1275 -0.1111 -0.6389  -0.542
C -1.8255 0.8767 1.6177  -0.283
F -2.6400 -0.1644 2.0858  -0.303
H -0.4000 3.6673 -1.4723  0.390
H -2.2113 1.8366 2.0117  0.317
H -0.7390 0.6203 2.0017  0.224

Output
HOMO energy: -9.89 eV
Total charge: 0
SMILES string: CC(=O)N=C=N.C#CC(=O)CF

Arrangement B

C7H7FN2O2 | the ωB97M-V functional and the def2-TZVPD basis

Each line ends with the Mulliken charge.
CARTESIAN COORDINATES (ANGSTROEM)
C 0.0768 1.9325 -1.3986  -0.724
N -0.6205 1.3033 -0.2342  0.047
C -2.0076 0.9251 -0.5342  0.531
O -2.9427 1.6756 -0.1409  -0.478
O -2.4144 -0.2807 -1.2250  -0.111
F -3.0000 -1.0682 -0.2548  -0.120
C 0.1540 0.1713 0.3475  0.167
C 0.5072 -1.0570 -0.5180  -0.091
C 1.3460 -2.0664 0.2879  -0.505
C 1.7011 -1.7697 1.7356  -0.122
N 1.3621 -0.6801 2.5848  -0.492
C 0.5953 0.2233 1.7987  -0.231
H -0.7516 2.2204 -2.1556  0.338
H 0.6391 2.8964 -1.1506  0.260
H 0.7928 1.2437 -1.9610  0.291
H 0.2452 -1.2346 -1.6086  0.351
H 1.7001 -3.0345 -0.2038  0.298
H 2.3638 -2.5633 2.2523  0.280
H 0.2533 1.1628 2.3785  0.311

Output
HOMO energy: -9.57 eV
Total charge: 0
SMILES string: CN(C(=O)OF)c1cccnc1

Computed stability ranking, most favorable first: arrangement A, arrangement B

Arrangement A

C3H6NO2S | the ωB97M-V functional and the def2-TZVPD basis

Each line ends with the Mulliken charge.
CARTESIAN COORDINATES (ANGSTROEM)
C -1.6773 1.7377 -0.0801  -1.050
C -0.5486 1.2076 0.2730  0.184
C 0.4702 -1.8574 -0.1074  -0.922
N 0.9162 -0.9527 0.8895  -0.492
O 2.5367 0.0293 -0.7293  -0.562
O 0.6105 1.7453 0.1333  -0.604
S 1.9001 0.2250 0.5345  0.472
H -2.5452 1.1133 0.1649  0.188
H -2.0259 2.6896 -0.4080  0.325
H -0.5915 0.2356 0.8126  0.436
H 0.2173 -1.3858 -1.0648  0.329
H 1.2650 -2.4997 -0.3817  0.338
H -0.5274 -2.2877 -0.0366  0.359

Output
HOMO energy: -3.91 eV
Total charge: -1

Arrangement B

C3H6NO2S | the ωB97M-V functional and the def2-TZVPD basis

Each line ends with the Mulliken charge.
CARTESIAN COORDINATES (ANGSTROEM)
C -1.3469 1.5592 -1.6351  -1.144
C 1.2447 -1.4855 0.5006  0.419
C 1.9805 -0.7754 1.5214  -0.815
N 0.7823 -2.1613 -0.3260  -0.406
O -1.7085 0.4354 1.0318  -0.596
O -2.3792 -1.2066 -0.5693  -0.647
S -1.3759 -0.1493 -0.2492  0.478
H -0.6055 1.1872 -2.2700  0.245
H -0.9799 2.4378 -1.0280  0.221
H -2.1077 1.8648 -2.1638  0.426
H 1.7933 -0.8927 2.5122  0.324
H 1.6889 0.2827 1.2631  0.214
H 3.0138 -1.0964 1.4123  0.281

Output
HOMO energy: -2.49 eV
Total charge: -1

Computed stability ranking, most favorable first: arrangement A, arrangement B

Arrangement A

C4H5N3O4 | the ωB97M-V functional and the def2-TZVPD basis

Each line ends with the Mulliken charge.
CARTESIAN COORDINATES (ANGSTROEM)
N 1.2760 0.0182 2.3756  -0.397
C 0.0244 0.4827 2.1362  0.314
O -0.5962 0.7349 3.1590  -0.612
C -0.4380 0.6761 0.7516  0.260
C 0.2637 0.3581 -0.5141  0.738
C 1.6729 -0.1340 -0.6376  -0.957
O 2.6162 0.8264 -0.1419  -0.554
N -0.4330 0.7133 -1.5760  -0.441
O -1.6633 1.2215 -1.0217  -0.177
N -1.5462 1.2706 0.3784  0.745
O -2.4166 1.7958 1.1187  -0.612
H 1.5726 0.1143 3.3460  0.246
H 1.9326 0.1244 1.6104  0.290
H 1.8649 -0.2939 -1.6900  0.361
H 1.8209 -1.1297 -0.1726  0.442
H 2.5160 1.6881 -0.6552  0.354

Output
HOMO energy: -10.00 eV
Total charge: 0
SMILES string: NC(=O)c1c(CO)no[n+]1[O-]

Arrangement B

C4H5N3O4 | the ωB97M-V functional and the def2-TZVPD basis

Each line ends with the Mulliken charge.
CARTESIAN COORDINATES (ANGSTROEM)
C -0.1198 1.3858 0.0515  0.125
C 0.2060 -0.9847 -0.6962  0.503
C -1.8758 -0.0846 0.1858  -0.565
C 0.8251 0.2512 -0.1234  0.081
N -1.3567 1.2214 0.2714  -0.446
N -1.1265 -0.8740 -0.6819  -0.098
N 2.2203 0.5196 -0.3864  0.975
O 0.8566 -1.8654 -1.2514  -0.601
O 2.5057 1.6905 -0.5315  -0.600
O 3.0209 -0.3333 -0.4989  -0.513
O 0.8969 -0.3281 1.6883  -0.499
H 0.3777 2.3446 0.3080  0.414
H -1.8564 -0.3970 1.2819  0.285
H -2.9638 -0.1444 -0.1372  0.318
H -1.6819 -1.5749 -1.1333  0.262
H 0.0719 -0.8270 1.6532  0.357

Output
HOMO energy: -10.75 eV
Total charge: 0

Computed stability ranking, most favorable first: arrangement A, arrangement B

Arrangement A

C5H10NO2 | the ωB97M-V functional and the def2-TZVPD basis

Each line ends with the Mulliken charge.
CARTESIAN COORDINATES (ANGSTROEM)
C -2.1760 -1.9020 -1.1329  -0.911
C -1.6259 -1.2563 -0.0734  0.117
N -2.3008 -0.3485 0.7326  -0.390
C -1.5671 0.9235 0.9586  -0.688
H -3.2035 -1.7683 -1.4218  0.247
H -1.5291 -2.5826 -1.6858  0.243
H -0.6017 -1.4017 0.1965  0.330
H -3.2726 -0.1885 0.4236  0.235
H -2.1559 1.5562 1.6304  0.351
H -0.5727 0.6913 1.4182  0.210
H -1.3332 1.4252 -0.0062  0.237
O 1.0896 -0.2215 -0.7941  -0.714
C 1.7813 0.5917 -0.0958  0.695
O 1.3543 1.3961 0.7861  -0.737
C 3.2927 0.5836 -0.3667  -1.006
H 3.7701 1.3139 0.2304  0.326
H 3.7224 -0.4204 -0.1551  0.214
H 3.5005 0.7753 -1.4336  0.241

Output
HOMO energy: -4.16 eV
Total charge: -1

Arrangement B

C5H10NO2 | the ωB97M-V functional and the def2-TZVPD basis

Each line ends with the Mulliken charge.
CARTESIAN COORDINATES (ANGSTROEM)
C -1.1480 1.9360 0.3362  -0.974
C -1.1123 0.9865 1.5027  0.623
O -1.2002 1.3814 2.6798  -0.682
N -1.0153 -0.3696 1.2416  -0.133
C -0.4314 -0.9948 -0.0080  -0.555
C 0.8918 -0.3439 -0.3995  -0.450
C 1.8041 -1.3719 -1.5621  -0.205
O 2.8800 -1.7257 -0.9417  -0.840
H -0.1032 2.0089 -0.0864  0.249
H -1.3748 2.9754 0.7268  0.294
H -1.9976 1.7908 -0.3430  0.281
H -0.8305 -0.9041 2.0737  0.280
H -1.1918 -0.6252 -0.7667  0.189
H -0.4871 -2.1751 0.0180  0.309
H 0.7401 0.6070 -0.9019  0.173
H 1.5528 -0.4628 0.4901  0.134
H 0.9520 -2.0894 -1.7601  0.126
H 2.0716 -0.6232 -2.2993  0.180

Output
HOMO energy: -2.33 eV
Total charge: -1
SMILES string: CC(=O)NCCC[O-]

Arrangement C

C5H10NO2 | the ωB97M-V functional and the def2-TZVPD basis

Each line ends with the Mulliken charge.
CARTESIAN COORDINATES (ANGSTROEM)
C -2.2420 -1.2632 -0.0156  -0.544
N -2.1899 -1.2299 1.3955  -0.631
C -0.9238 -0.7044 1.6725  -0.223
O 0.3579 -1.2920 0.9175  -0.675
C 1.8486 -0.6771 -0.9290  -0.717
C 1.1104 0.4231 -1.2502  -0.104
C 1.4803 1.9009 -0.7377  -0.229
O 0.6584 2.9322 -1.0369  -0.753
H -3.1598 -1.7061 -0.3955  0.323
H -1.3656 -1.8805 -0.3482  0.160
H -2.1110 -0.2548 -0.5484  0.111
H -0.5983 -0.9231 2.7299  0.226
H -0.8776 0.3515 1.3302  0.302
H 0.9972 -1.1387 0.1422  0.591
H 2.4451 -1.2527 -1.6460  0.325
H 0.1955 0.3600 -1.8362  0.387
H 1.5467 1.7657 0.4094  0.158
H 2.4861 2.0906 -1.0921  0.292

Output
HOMO energy: -2.63 eV
Total charge: -1

Arrangement D

C5H10NO2 | the ωB97M-V functional and the def2-TZVPD basis

Each line ends with the Mulliken charge.
CARTESIAN COORDINATES (ANGSTROEM)
O -2.4735 2.8731 1.2643  -0.516
C -1.7645 1.9164 1.0781  -0.070
C -0.5112 1.8838 0.2508  -0.466
C -0.5283 0.7125 -0.7699  -0.586
C 0.7110 -0.2038 -0.6679  -0.523
N 0.3885 -1.6058 -0.4212  -0.512
C 1.5750 -2.3727 0.1787  -0.155
O 2.1990 -3.1004 -0.7338  -0.870
H -2.0373 0.9127 1.4572  0.380
H -0.3528 2.8629 -0.2110  0.280
H 0.3114 1.7397 0.9506  0.305
H -0.6383 1.1110 -1.7775  0.374
H -1.3527 0.0766 -0.4439  0.352
H 1.3927 0.1828 0.0937  0.320
H 1.3022 -0.1189 -1.5945  0.132
H 0.3976 -2.0747 -1.3237  0.271
H 2.2459 -1.6377 0.6952  0.109
H 1.1256 -2.9313 1.0438  0.174

Output
HOMO energy: -2.57 eV
Total charge: -1
SMILES string: O=CCCCNC[O-]

Computed stability ranking, most favorable first: arrangement A, arrangement D, arrangement B, arrangement C

Arrangement A

C5H10NO2 | the ωB97M-V functional and the def2-TZVPD basis

Each line ends with the Mulliken charge.
CARTESIAN COORDINATES (ANGSTROEM)
C -0.7127 -1.8181 2.1479  -0.967
C -0.3489 -0.6946 1.1141  0.706
O 0.8512 -0.5702 0.9756  -0.723
N -1.2294 -0.0861 0.3125  -0.938
C -0.6873 0.8377 -0.6870  0.714
C 0.2713 1.8025 -0.0426  -1.590
C 0.0479 0.0083 -1.7366  -0.764
O 1.3968 0.3859 -1.8429  -0.543
H -1.6522 -1.6231 2.7118  0.282
H 0.1496 -1.8328 2.7672  0.306
H -0.6961 -2.7669 1.5276  0.175
H -1.5454 1.4627 -1.0941  0.252
H 1.1211 1.0690 0.4217  0.375
H -0.1125 2.3543 0.8037  0.382
H 0.8051 2.2973 -0.7620  0.417
H 0.0356 -1.0594 -1.5460  0.299
H -0.2939 0.0068 -2.7957  0.311
H 1.3886 1.3546 -2.0586  0.307

Output
HOMO energy: -3.05 eV
Total charge: -1
SMILES string: C/C([O-])=N/[C@@H](C)CO

Arrangement B

C5H10NO2 | the ωB97M-V functional and the def2-TZVPD basis

Each line ends with the Mulliken charge.
CARTESIAN COORDINATES (ANGSTROEM)
C -0.1825 -0.9004 0.4519  -0.350
C -1.0099 0.0751 -0.4777  -0.392
C -2.1697 0.8715 0.1569  -0.446
O -3.1445 1.3445 -0.7231  -0.900
C 0.6629 0.0940 1.1667  0.622
N 1.8382 0.6709 0.3025  -0.435
C 2.0858 0.0570 -1.0091  -0.794
O 0.4393 0.0950 2.4729  -0.631
H 0.4501 -1.6381 -0.0608  0.223
H -0.8505 -1.3972 1.1837  0.329
H -1.6781 -0.6238 -1.0214  0.242
H -0.4307 0.6383 -1.2296  0.172
H -1.8418 1.6365 0.8869  0.243
H -2.6036 0.0332 0.7814  0.097
H 1.7528 -0.3464 1.1367  0.158
H 2.0622 -1.0493 -0.8349  0.283
H 1.4848 0.2139 -1.9393  0.251
H 3.1353 0.2254 -1.2438  0.328

Output
HOMO energy: -2.30 eV
Total charge: -1

Computed stability ranking, most favorable first: arrangement A, arrangement B

Arrangement A

C3H8CsO3S | the ωB97M-V functional and the def2-TZVPD basis

Each line ends with the Mulliken charge.
CARTESIAN COORDINATES (ANGSTROEM)
Cs -0.3253 1.4065 3.2745  0.890
O 0.9990 0.6361 2.0357  -0.647
S 1.3898 0.6428 0.6173  1.151
O 2.8165 0.9205 0.2794  -0.504
O 0.8989 -0.6873 -0.2017  -0.277
C -0.3497 -1.2251 0.0876  -0.078
C -1.0884 -1.7692 -1.1530  -1.188
C 0.3235 1.8610 -0.3062  -1.014
H -0.9834 -0.4796 0.5679  0.215
H -0.2154 -2.0070 0.8351  0.330
H -0.5597 -2.5875 -1.6419  0.319
H -1.2450 -0.9888 -1.8977  0.312
H -2.1089 -2.1140 -0.9869  0.368
H 0.2151 1.5489 -1.3449  0.328
H 0.8925 2.7905 -0.2897  0.411
H -0.6594 2.0522 0.1246  0.383

Output
HOMO energy: -15.16 eV
Total charge: +1

Arrangement B

C3H8CsO3S | the ωB97M-V functional and the def2-TZVPD basis

Each line ends with the Mulliken charge.
CARTESIAN COORDINATES (ANGSTROEM)
Cs 2.3499 1.9809 -3.1689  1.025
O 0.1158 0.4301 -2.0034  -0.609
S -1.1089 0.2709 -1.2136  0.991
O -2.4163 -0.0073 -1.7340  -0.518
O -0.6631 -0.7716 -0.0672  -0.267
C 0.7548 -0.8831 0.3678  0.017
C 0.7583 -1.7482 1.6172  -1.308
C -1.1655 1.8348 -0.1367  -0.915
H 1.1561 0.0764 0.6941  0.252
H 1.4029 -1.3540 -0.3714  0.260
H 0.5142 -2.8008 1.4736  0.339
H 0.0837 -1.3599 2.3803  0.334
H 1.7802 -1.8109 1.9912  0.389
H -0.1839 2.0707 0.2743  0.303
H -1.7963 1.4534 0.6662  0.338
H -1.5818 2.6187 -0.7694  0.370

Output
HOMO energy: -14.38 eV
Total charge: +1

Computed stability ranking, most favorable first: arrangement B, arrangement A